Record 1
{
  "formula": "C3H5BrO",
  "method": "ωB97M-V/def2-TZVPD",
  "energy_ev": -75280.0651,
  "gap_ev": 10.742,
  "smiles": "C[C@]1(Br)CO1",
  "lumo_energy_ev": 0.89,
  "de_lowest_ev": 1.215,
  "species": ["C", "C", "C", "O", "Br", "H", "H", "H", "H", "H"],
  "positions_angstrom": [[-0.23233, -1.34773, -0.56113], [0.50235, -0.04313, 0.05788], [-0.31009, 1.19548, 0.36710], [0.06590, -1.14327, 0.79092], [2.37090, 0.33675, -0.08254], [-1.28393, -1.27518, -0.87769], [0.31094, -2.08619, -1.04754], [-0.40387, 1.07888, 1.36622], [-1.28963, 1.21174, -0.19469], [0.26976, 2.07264, 0.18146]],
  "forces_ev_per_a": [[0.27, 3.62, 0.56], [-2.39, -2.22, -1.85], [-0.17, -0.51, -3.36], [0.41, -0.27, 1.20], [0.13, -0.52, -0.03], [0.40, 0.21, 0.40], [1.22, -1.17, -0.76], [-1.03, 0.22, 3.39], [1.06, -0.01, 0.82], [0.09, 0.65, -0.34]]
}

***

Record 2
{
  "formula": "CH3N2PS",
  "method": "ωB97M-V/def2-TZVPD",
  "energy_ev": -24186.7071,
  "gap_ev": [6.846, 6.848],
  "lumo_energy_ev": [-3.01, -3.01],
  "de_lowest_ev": 3.330,
  "species": ["C", "N", "N", "P", "S", "H", "H", "H"],
  "positions_angstrom": [[2.06137, -0.68928, -0.08170], [2.45623, -1.73034, 0.13529], [-1.28853, -0.36114, 0.00695], [-0.56152, 0.95149, 0.77376], [1.01056, 1.56789, -0.45811], [-1.03764, -1.24690, 0.42512], [-1.25079, -0.43411, -1.00244], [-1.38967, 1.94240, 0.20114]],
  "forces_ev_per_a": [[-2.17, 5.59, -0.81], [0.81, -2.26, 0.41], [0.13, -0.07, -0.05], [-0.81, -0.75, 0.55], [1.91, -3.06, -0.14], [0.02, -0.02, 0.02], [-0.09, 0.08, 0.04], [0.20, 0.48, -0.03]]
}

***

Record 3
{
  "formula": "C4H6IP",
  "method": "ωB97M-V/def2-TZVPD",
  "energy_ev": -21630.7500,
  "gap_ev": [7.369, 7.943],
  "lumo_energy_ev": [-1.01, -0.11],
  "de_lowest_ev": 4.118,
  "species": ["C", "C", "C", "C", "P", "I", "H", "H", "H", "H", "H", "H"],
  "positions_angstrom": [[0.81262, -0.76854, 0.78296], [0.38262, -0.35768, 1.91023], [0.43476, -0.50056, -0.63133], [-0.09182, 0.96315, -0.87251], [-1.50503, 1.59795, 0.18061], [-3.03066, -0.34563, -0.17000], [1.69628, -1.45573, 0.62271], [0.36304, -0.36225, 2.96509], [1.25117, -0.78890, -1.25131], [-0.44772, -1.02573, -0.93025], [0.54729, 1.82632, -0.62090], [-0.41253, 1.21761, -1.98529]],
  "forces_ev_per_a": [[1.97, -1.53, -1.26], [-1.09, 1.01, -0.29], [-1.57, 2.88, -0.15], [-0.75, 1.41, -1.31], [0.27, -1.79, -0.13], [-0.01, 0.56, 0.15], [-0.60, 0.21, 1.30], [0.18, -0.09, 0.58], [0.49, 0.13, -0.76], [-0.33, -1.16, -0.04], [0.78, -0.64, -0.12], [0.64, -1.00, 2.02]]
}

***

Record 4
{
  "formula": "C6H7NO2S3",
  "method": "ωB97M-V/def2-TZVPD",
  "energy_ev": -44426.5264,
  "gap_ev": 9.055,
  "lumo_energy_ev": 0.02,
  "de_lowest_ev": 0.000,
  "species": ["C", "C", "C", "C", "C", "C", "H", "H", "H", "H", "H", "H", "H", "N", "O", "O", "S", "S", "S"],
  "positions_angstrom": [[-0.13556, -2.00698, -3.42523], [-0.05536, -0.56066, -1.09612], [-0.64936, 0.84311, 0.61304], [0.59160, 2.70748, 2.23700], [0.19546, -0.18137, 0.26993], [1.16783, -0.79469, 1.22249], [-0.14412, -1.07555, -3.95776], [0.31915, -2.82243, -3.96289], [-1.15381, -2.24436, -3.17223], [1.45769, 2.06425, 2.26151], [0.52420, 3.28943, 3.14920], [0.67131, 3.37120, 1.38960], [0.88935, -2.49258, 0.32983], [-0.99819, 0.09586, -1.72505], [1.43330, -2.09646, 1.06579], [1.69216, -0.17620, 2.11988], [0.85910, -1.82881, -1.92995], [-1.65443, 1.22016, -0.72270], [-0.90891, 1.69484, 2.12927]],
  "forces_ev_per_a": [[0.04, 0.07, 0.66], [0.04, -0.06, -0.09], [-0.31, 0.40, -0.02], [0.06, -0.22, -0.19], [0.08, -0.11, -0.19], [0.25, 0.56, 0.57], [0.20, 0.28, -0.44], [0.13, -0.11, -0.36], [-0.36, -0.22, 0.16], [0.15, -0.17, 0.17], [-0.11, 0.01, 0.13], [-0.15, 0.25, -0.22], [0.69, 0.45, 0.82], [0.10, -0.16, 0.07], [-0.68, -0.65, -0.89], [-0.36, -0.39, -0.63], [-0.14, 0.16, 0.12], [0.35, -0.15, 0.31], [-0.01, 0.05, 0.03]]
}